No. 1
ORCA calculation (ωB97M-V/def2-TZVPD) on a 10-piece molecular cluster, C32H72N8O10 overall in a non-equilibrium geometry.

Last column: Mulliken charge in e.
Positions of all 122 atoms, in Å:
C -4.472 11.377 10.923  -1.47
C -4.067 12.316 12.082  0.27
N -5.208 13.094 12.531  0.09
C -5.123 13.543 13.905  -1.37
C -3.961 14.535 14.235  0.43
C -5.498 14.192 11.570  -0.39
C -6.469 15.235 12.136  -1.90
H -5.369 10.779 11.069  0.37
H -3.589 10.786 10.667  0.45
H -4.669 11.891 9.974  0.07
H -3.759 11.592 12.836  0.56
H -3.236 12.902 11.674  -0.18
H -6.048 14.028 14.214  0.45
H -5.084 12.700 14.599  0.44
H -3.062 14.047 14.604  0.44
H -3.654 15.099 13.352  -0.84
H -4.414 15.277 14.892  0.29
H -5.897 13.831 10.636  0.67
H -4.564 14.745 11.416  0.42
H -7.417 14.803 12.461  0.40
H -6.714 15.939 11.337  0.58
H -6.036 15.814 12.949  0.20
C 3.934 17.790 8.490  -0.92
C 3.037 16.597 8.051  -0.41
N 1.872 16.996 7.285  0.11
C 0.986 17.953 7.934  -1.63
C 0.250 17.422 9.175  0.41
C 1.113 15.816 6.863  -0.18
C 1.940 14.774 6.076  -1.43
H 4.291 18.259 7.580  0.34
H 4.639 17.367 9.201  0.41
H 3.264 18.447 9.042  -0.10
H 3.706 15.920 7.521  0.36
H 2.710 15.941 8.881  0.37
H 1.553 18.828 8.248  0.41
H 0.197 18.322 7.277  0.45
H -0.627 16.849 8.875  0.17
H 0.985 16.843 9.744  -0.07
H -0.111 18.156 9.899  0.07
H 0.240 16.079 6.264  0.43
H 0.736 15.237 7.719  0.21
H 2.416 15.205 5.194  0.33
H 1.388 13.920 5.683  0.40
H 2.671 14.369 6.773  0.32
O -5.362 21.333 14.521  -0.60
C -6.150 20.439 14.494  0.24
C -6.105 19.228 13.569  0.66
C -7.113 18.293 14.268  -0.33
C -7.992 19.216 15.088  -0.56
O -7.153 20.303 15.402  -0.43
H -6.374 19.614 12.583  0.31
H -5.079 18.885 13.485  -0.47
H -7.649 17.710 13.515  0.27
H -6.681 17.523 14.909  0.14
H -8.866 19.530 14.510  0.22
H -8.317 18.740 16.012  0.39
O -0.423 19.922 12.392  -0.19
C 0.564 20.606 12.430  0.14
C 1.842 20.512 11.628  0.15
C 2.332 21.974 11.751  -0.87
C 1.811 22.420 13.106  -0.42
O 0.635 21.643 13.290  -0.45
H 2.643 19.902 12.044  0.33
H 1.536 20.240 10.621  -0.13
H 3.400 22.132 11.618  0.43
H 1.811 22.442 10.912  0.30
H 2.544 22.329 13.909  0.39
H 1.582 23.484 13.023  0.31
C -4.974 22.234 8.577  -0.66
C -5.297 21.179 7.519  0.47
N -4.581 20.039 7.670  -0.32
O -5.944 21.413 6.509  -0.67
H -4.513 23.098 8.089  0.29
H -4.253 21.917 9.328  0.07
H -5.807 22.719 9.089  0.28
H -4.602 19.518 6.806  0.20
H -4.311 19.656 8.582  0.62
C -4.650 12.636 6.773  -1.14
C -3.967 13.773 7.467  0.79
N -4.536 14.370 8.549  -0.20
O -2.894 14.245 7.091  -0.65
H -4.061 11.938 6.186  0.31
H -5.469 13.057 6.185  0.31
H -5.188 11.966 7.456  0.31
H -4.174 15.228 8.918  0.20
H -5.312 13.971 9.034  0.17
C 1.454 14.988 12.661  -1.04
C -0.043 14.805 12.729  0.76
N -0.605 13.692 12.217  -0.29
O -0.805 15.651 13.216  -0.52
H 1.606 15.918 12.102  0.11
H 1.910 14.218 12.042  0.38
H 1.878 15.222 13.633  0.31
H -1.575 13.646 12.487  0.06
H 0.032 13.049 11.781  0.17
C -1.681 20.034 16.633  -1.04
C -2.021 18.712 15.994  0.74
N -1.490 18.441 14.765  -0.08
O -3.035 18.093 16.318  -0.65
H -2.558 20.304 17.213  0.34
H -1.288 20.807 15.980  0.11
H -0.912 19.772 17.370  0.37
H -1.663 17.565 14.296  0.11
H -0.767 19.056 14.429  -0.06
C -2.728 17.163 11.091  1.09
C -3.308 18.556 11.034  0.32
N -3.129 19.380 12.070  1.16
O -4.009 18.908 10.079  -1.09
H -2.936 16.638 10.165  -0.09
H -3.185 16.659 11.944  -0.65
H -1.657 17.248 11.262  -0.28
H -2.683 19.136 12.938  -0.53
H -3.574 20.286 11.970  -0.06
C -1.558 23.896 12.327  -0.87
C -2.628 22.885 12.663  0.69
N -2.757 22.477 13.933  -0.05
O -3.340 22.431 11.769  -0.61
H -1.309 24.592 13.131  0.38
H -1.728 24.497 11.438  0.41
H -0.652 23.333 12.086  -0.19
H -3.623 21.972 14.091  0.15
H -2.331 22.961 14.703  0.26

As for the SMILES: CCN(CC)CC.CCN(CC)CC.O=C1CCCO1.O=C1CCCO1.CC(N)=O.CC(N)=O.CC(N)=O.CC(N)=O.CC(N)=O.CC(N)=O. The calculation puts the HOMO energy at -8.33 eV. The calculation puts the relative energy (zero: lowest compared OMol25 entry of this formula, charge and spin) at 0.00 kcal per mole.

---

No. 2
ORCA calculation (ωB97M-V/def2-TZVPD) on a 10-piece molecular cluster, C32H74BNO13S9 overall in a non-equilibrium geometry.

Last column: Mulliken charge in e.
Positions of all 130 atoms, in Å:
C 0.133 -2.155 1.544  -0.95
C -0.247 -0.647 1.945  -0.04
C -1.842 -0.538 2.076  -0.41
C -2.559 0.026 0.777  0.54
C -2.610 1.396 0.398  0.33
B -1.912 2.550 1.295  0.24
C -1.438 3.905 0.502  -0.79
O -1.714 2.489 2.719  -0.07
C -3.443 1.677 -0.949  0.19
O -3.065 2.494 -1.804  -0.57
C -4.778 0.794 -1.092  -0.58
C -4.739 -0.566 -0.694  0.48
C -5.999 -1.542 -0.741  -0.89
C -6.805 -1.261 0.632  0.56
O -7.059 -0.075 0.947  -0.53
N -7.211 -2.341 1.550  -0.16
C -5.974 -2.755 2.331  -0.64
C -8.102 -1.740 2.615  -0.72
C -3.312 -1.054 -0.144  -0.08
O -2.826 -2.161 -0.446  -0.53
H 0.495 -2.733 2.463  0.31
H -0.723 -2.713 1.046  0.16
H 1.021 -2.099 0.827  0.26
H 0.048 0.022 1.058  0.05
H 0.282 -0.371 2.908  0.35
H -2.229 -1.610 2.233  0.39
H -2.198 0.040 2.996  -0.22
H -1.057 3.669 -0.541  0.26
H -0.670 4.403 1.179  0.15
H -2.353 4.600 0.501  0.18
H -2.589 2.252 3.116  0.21
H -5.725 1.274 -1.486  0.37
H -5.663 -2.624 -0.829  0.23
H -6.696 -1.224 -1.578  0.40
H -5.420 -1.796 2.645  0.21
H -6.312 -3.254 3.299  0.33
H -5.274 -3.402 1.716  0.19
H -8.460 -2.619 3.265  0.30
H -8.998 -1.200 2.183  0.29
H -7.529 -1.025 3.290  0.23
C -0.484 -6.909 -2.324  -0.96
S -0.144 -5.448 -3.329  0.45
O 1.180 -4.903 -2.895  -0.60
C -1.423 -4.411 -2.591  -0.79
H 0.232 -7.687 -2.592  0.32
H -0.378 -6.667 -1.265  0.29
H -1.496 -7.265 -2.529  0.40
H -1.259 -4.324 -1.515  0.15
H -2.404 -4.848 -2.786  0.42
H -1.371 -3.422 -3.046  0.37
C 0.887 8.299 -1.560  -0.93
S 0.333 6.594 -1.352  0.48
O -0.941 6.629 -0.571  -0.60
C 1.650 6.104 -0.220  -0.78
H 0.180 8.816 -2.210  0.35
H 0.921 8.802 -0.592  0.35
H 1.875 8.308 -2.023  0.27
H 1.636 6.743 0.666  0.36
H 2.613 6.184 -0.725  0.37
H 1.484 5.070 0.078  0.15
C -0.564 3.995 7.960  -1.04
S -1.335 3.476 6.412  0.62
O -1.048 2.019 6.232  -0.58
C -0.214 4.386 5.330  -0.70
H -1.085 3.509 8.785  0.33
H 0.487 3.698 7.970  0.30
H -0.650 5.077 8.065  0.37
H 0.814 4.065 5.504  0.31
H -0.312 5.456 5.522  0.40
H -0.490 4.177 4.295  -0.02
C 3.596 1.655 -1.272  -0.77
S 4.556 2.889 -0.372  0.36
O 3.587 3.849 0.241  -0.55
C 5.255 3.685 -1.834  -0.89
H 3.038 1.058 -0.550  0.31
H 2.899 2.148 -1.952  0.24
H 4.272 1.006 -1.832  0.30
H 4.453 4.050 -2.479  0.25
H 5.876 2.970 -2.375  0.37
H 5.870 4.525 -1.508  0.34
C 2.005 0.947 -6.756  -0.98
S 2.465 1.045 -5.013  0.56
O 3.364 2.229 -4.853  -0.61
C 3.506 -0.430 -5.012  -0.86
H 1.375 1.804 -6.994  0.32
H 2.900 0.970 -7.379  0.30
H 1.446 0.027 -6.934  0.37
H 4.307 -0.321 -5.744  0.33
H 2.898 -1.305 -5.246  0.37
H 3.937 -0.546 -4.017  0.22
C 3.333 -7.185 -2.716  -0.73
S 4.928 -6.745 -3.436  0.45
O 4.921 -7.208 -4.858  -0.65
C 5.895 -7.936 -2.485  -0.79
H 2.560 -6.583 -3.195  0.09
H 3.127 -8.244 -2.886  0.34
H 3.345 -6.972 -1.646  0.40
H 5.528 -8.944 -2.669  0.18
H 5.822 -7.698 -1.423  0.29
H 6.937 -7.865 -2.802  0.41
C 1.802 10.457 -5.097  -0.88
S 2.833 10.950 -3.699  0.53
O 1.920 11.379 -2.598  -0.60
C 3.491 12.444 -4.470  -0.97
H 1.259 9.552 -4.822  0.27
H 1.090 11.250 -5.332  0.31
H 2.435 10.251 -5.962  0.37
H 2.673 13.113 -4.744  0.30
H 4.069 12.173 -5.355  0.36
H 4.142 12.944 -3.752  0.32
C -5.935 0.584 6.739  -1.06
S -4.332 1.038 6.043  0.52
O -4.323 0.597 4.613  -0.57
C -3.371 -0.163 6.985  -1.03
H -6.703 1.191 6.260  0.33
H -6.137 -0.472 6.551  0.28
H -5.935 0.781 7.812  0.40
H -3.734 -1.172 6.782  0.40
H -3.454 0.060 8.050  0.40
H -2.328 -0.083 6.679  0.28
C 5.844 -11.149 1.112  -0.96
S 5.386 -11.427 -0.611  0.47
O 4.707 -10.187 -1.099  -0.54
C 4.101 -12.647 -0.269  -1.00
H 6.618 -10.382 1.143  0.31
H 4.975 -10.810 1.679  0.31
H 6.235 -12.074 1.539  0.38
H 3.340 -12.215 0.384  0.31
H 4.547 -13.524 0.203  0.38
H 3.642 -12.940 -1.214  0.32

The calculation puts the HOMO energy at -8.07 eV.

---

No. 3
ORCA calculation (ωB97M-V/def2-TZVPD) on C32H75F6N5O18S2V as an isolated structure in a non-equilibrium geometry.

Last column: Mulliken charge in e.
Positions of all 139 atoms, in Å:
O 0.230 -0.865 2.109  -0.32
V -1.361 -0.971 2.229  0.51
O -1.996 0.036 1.164  0.17
C 0.836 -3.540 -0.216  0.66
F 1.359 -4.648 -0.594  -0.23
F 1.319 -3.146 0.973  -0.17
F 1.151 -2.666 -1.148  -0.23
S -1.043 -3.765 -0.001  1.09
O -1.425 -5.090 0.491  -0.76
O -1.462 -2.664 0.925  -0.64
O -1.688 -3.609 -1.323  -0.54
C -6.024 -1.791 2.635  0.57
F -6.002 -2.574 1.539  -0.22
F -5.962 -0.525 2.303  -0.24
F -7.118 -1.958 3.329  -0.23
S -4.374 -2.319 3.567  1.34
O -3.282 -1.942 2.709  -0.76
O -4.405 -1.627 4.879  -0.86
O -4.459 -3.756 3.651  -0.71
C 8.463 -5.364 4.372  -0.68
O 7.717 -4.314 3.877  -0.33
C 8.456 -3.098 3.839  -0.53
C 8.260 -2.271 5.172  -0.76
N 6.875 -1.831 5.514  -0.37
C 6.210 -0.888 4.652  -0.65
C 4.720 -0.633 4.946  -0.53
O 4.023 -1.826 4.712  -0.44
C 2.659 -1.731 4.303  -0.50
H 9.061 -5.041 5.225  0.30
H 9.165 -5.650 3.589  0.27
H 7.835 -6.230 4.580  0.24
H 8.088 -2.518 2.993  0.33
H 9.497 -3.228 3.542  0.41
H 8.834 -1.346 5.112  0.42
H 8.761 -2.781 5.995  0.32
H 6.298 -2.659 5.468  0.29
H 6.175 -1.207 3.610  0.28
H 6.843 -0.011 4.519  0.46
H 4.342 0.093 4.227  0.32
H 4.519 -0.160 5.907  0.35
H 2.257 -2.742 4.240  0.17
H 2.640 -1.045 3.456  0.34
H 2.066 -1.131 4.994  0.21
C 5.554 2.774 -3.633  -0.86
O 4.325 3.294 -3.109  -0.22
C 4.113 4.695 -3.333  -0.91
C 2.696 4.998 -2.804  0.27
N 2.702 4.723 -1.346  -0.53
C 1.391 4.981 -0.801  -0.90
C 0.432 3.784 -1.012  0.61
O 1.071 2.521 -0.930  -0.47
C 0.144 1.420 -0.996  -0.05
H 6.416 3.123 -3.063  0.31
H 5.683 2.815 -4.714  0.31
H 5.478 1.705 -3.435  0.26
H 4.076 4.995 -4.380  0.38
H 4.844 5.323 -2.822  0.37
H 2.010 4.455 -3.455  -0.03
H 2.475 6.050 -2.982  0.25
H 2.763 3.716 -1.299  0.38
H 0.906 5.857 -1.232  0.22
H 1.479 5.068 0.282  0.45
H 0.018 3.920 -2.011  -0.29
H -0.427 3.843 -0.343  0.29
H 0.508 0.401 -0.869  0.33
H -0.362 1.498 -1.958  0.05
H -0.723 1.528 -0.344  -0.33
C -1.305 -5.076 -6.442  -0.82
O -2.354 -4.597 -5.577  -0.17
C -3.522 -4.174 -6.307  -0.67
C -4.534 -3.455 -5.434  -0.65
N -4.619 -4.095 -4.118  -0.22
C -5.788 -3.555 -3.356  -1.03
C -5.256 -2.318 -2.595  -0.49
O -3.912 -2.526 -2.099  -0.19
C -3.512 -1.376 -1.301  0.25
H -1.584 -5.818 -7.190  0.30
H -0.543 -5.425 -5.746  0.23
H -0.924 -4.235 -7.022  0.33
H -3.993 -5.051 -6.750  0.31
H -3.148 -3.469 -7.050  0.37
H -5.522 -3.452 -5.895  0.43
H -4.218 -2.414 -5.493  0.30
H -5.119 -4.887 -4.497  0.27
H -6.169 -4.131 -2.513  0.41
H -6.623 -3.278 -4.000  0.38
H -5.945 -2.047 -1.795  0.48
H -5.381 -1.463 -3.260  0.24
H -2.422 -1.371 -1.313  -0.04
H -3.935 -1.483 -0.302  0.09
H -3.804 -0.430 -1.757  -0.29
C 0.732 2.594 2.628  -0.98
O -0.465 1.844 2.782  0.32
C -1.297 2.337 3.898  -1.12
C -2.391 1.335 4.255  -0.97
N -1.968 -0.039 4.249  0.34
C -0.903 -0.342 5.210  -0.73
C -0.943 -1.875 5.294  -1.10
O -1.001 -2.457 3.988  1.16
C -1.061 -3.903 4.060  -1.15
H 1.103 2.905 3.604  0.39
H 0.488 3.471 2.029  0.20
H 1.624 2.148 2.188  0.27
H -1.728 3.279 3.559  0.48
H -0.772 2.617 4.812  0.52
H -3.168 1.490 3.506  0.32
H -2.831 1.569 5.225  0.49
H -2.783 -0.577 4.506  -0.18
H -1.187 -0.016 6.210  0.45
H 0.073 0.043 4.915  0.28
H -1.798 -2.300 5.821  0.54
H -0.048 -2.224 5.809  0.56
H -0.057 -4.111 4.430  0.29
H -1.064 -4.489 3.142  0.24
H -1.719 -4.367 4.795  0.31
C -0.239 7.209 -4.414  -0.91
O -0.128 5.818 -4.570  -0.07
C -0.998 5.341 -5.595  -0.87
C -1.243 3.857 -5.307  -0.57
N -2.373 3.814 -4.386  -0.43
C -2.697 2.507 -3.910  -0.67
C -3.605 2.568 -2.689  -0.88
O -2.682 2.445 -1.639  0.20
C -3.260 2.737 -0.364  -0.73
H -0.002 7.669 -5.373  0.35
H 0.443 7.528 -3.626  0.23
H -1.257 7.528 -4.188  0.34
H -1.985 5.801 -5.550  0.44
H -0.634 5.515 -6.608  0.48
H -1.504 3.266 -6.185  0.48
H -0.345 3.484 -4.814  0.22
H -1.952 4.333 -3.629  0.22
H -3.211 1.929 -4.677  0.53
H -1.855 1.848 -3.697  0.30
H -4.214 3.470 -2.635  0.39
H -4.292 1.722 -2.661  0.42
H -4.238 2.256 -0.330  0.49
H -3.411 3.797 -0.157  0.28
H -2.649 2.297 0.423  -0.24

The calculation puts the HOMO energy at -6.35 eV. Its net charge is -1.